Formula: C18H39Cl24N3OP
Source: the OMol25 dataset
Level of theory: ωB97M-V/def2-TZVPD

Geometry as XYZ:
```
86
C18H39Cl24N3OP | the OMol25 dataset | ωB97M-V/def2-TZVPD
Cl 2.88 1.34 -0.69
Cl -1.04 2.59 -6.24
Cl -1.83 5.87 3.27
Cl 4.16 -2.61 -2.09
Cl -2.71 4.94 -0.98
Cl 6.24 -0.07 1.07
Cl 2.63 -8.44 -0.84
Cl -4.35 2.15 7.76
Cl 2.81 -2.09 0.43
Cl -0.60 0.95 -8.62
Cl -1.62 1.78 6.76
Cl -5.32 0.39 3.60
Cl 0.28 -5.27 -3.50
Cl -3.22 7.76 -0.42
Cl 1.90 -5.68 -0.24
Cl -3.71 6.09 5.50
Cl -2.45 -5.54 -2.50
Cl 3.49 -5.19 2.50
Cl 1.17 -3.44 2.72
Cl 1.58 -2.16 -4.58
Cl -0.94 -1.14 -5.66
Cl -2.50 -0.14 4.10
Cl 4.21 0.78 -3.23
Cl 5.86 2.75 1.74
P 0.68 1.74 -0.14
O 0.10 2.04 1.45
N -1.40 -0.95 -2.32
N -1.67 -1.62 -0.05
N -3.21 0.01 -1.10
C -0.36 2.53 -7.87
C 4.37 -2.43 -0.35
C 6.92 1.34 1.89
C -0.07 -0.29 -2.13
C -2.10 6.41 -0.21
C 0.38 -0.10 -0.64
C 1.32 -7.34 -0.43
C 0.24 -2.46 -5.71
C -3.90 0.84 4.55
C -2.15 -0.83 -1.13
C -0.90 -4.70 -2.32
C -3.50 6.23 3.75
C -0.36 2.89 -1.20
C -2.73 2.85 7.63
C 4.44 0.97 -1.49
C -0.41 -0.94 0.43
C -2.60 -1.62 1.10
C 2.14 -4.68 3.52
H 0.08 3.06 -2.23
H -1.06 -3.63 -2.46
H -0.51 -4.89 -1.32
H 0.51 1.42 2.08
H -0.33 3.89 -0.70
H -0.84 3.29 -8.49
H -0.10 0.66 -2.73
H -4.13 -0.38 -0.95
H 0.68 -0.94 -2.68
H -4.11 0.69 5.60
H -1.14 6.67 -0.66
H -3.73 7.25 3.45
H -0.25 -3.38 -5.43
H 7.89 1.58 1.45
H 4.84 0.04 -1.09
H -2.79 3.79 7.10
H 2.53 -4.28 4.45
H 0.26 -1.77 0.81
H -3.66 1.89 4.37
H 1.45 -0.52 -0.62
H -1.45 2.60 -1.26
H -2.34 3.01 8.63
H 5.05 -1.61 -0.14
H -1.97 6.23 0.85
H 7.05 1.11 2.95
H 0.71 2.73 -7.81
H 0.87 -7.66 0.51
H 5.14 1.78 -1.31
H -2.06 -1.96 2.02
H -3.44 -2.37 0.96
H -0.70 -0.37 1.36
H 4.77 -3.35 0.06
H -1.91 -0.60 -3.14
H -3.01 1.01 -1.15
H 0.57 -7.36 -1.22
H 0.64 -2.54 -6.71
H -4.17 5.54 3.26
H -3.01 -0.61 1.35
H 1.51 -5.54 3.72
```

The HOMO energy comes out at -9.754 eV. The total charge is +1. The value obtained for the HOMO-LUMO gap is 5.83 eV.

Now the Löwdin charges, all in e: Cl 0.5051; Cl 0.4694; Cl 0.5457; Cl 0.5399; Cl 0.5429; Cl 0.6045; Cl 0.5313; Cl 0.5447; Cl 0.5583; Cl 0.4971; Cl 0.5264; Cl 0.5170; Cl 0.5373; Cl 0.5249; Cl 0.4820; Cl 0.5347; Cl 0.5202; Cl 0.5007; Cl 0.4822; Cl 0.5349; Cl 0.5230; Cl 0.5216; Cl 0.5031; Cl 0.5270; P 0.7698; O -0.3148; N 0.1023; N -0.0589; N 0.2002; C -1.0147; C -0.9734; C -0.9735; C -0.1765; C -1.0208; C -0.4119; C -1.0045; C -0.9740; C -1.0519; C -0.2725; C -1.0304; C -1.0030; C -0.2871; C -0.9820; C -0.9952; C -0.1571; C -0.1042; C -0.9799; H 0.0668; H -0.0021; H -0.0185; H 0.0433; H 0.0157; H 0.0289; H 0.1205; H 0.1372; H 0.0458; H -0.0428; H 0.0358; H 0.0328; H -0.0136; H 0.0337; H -0.0781; H -0.0152; H 0.0318; H 0.0424; H 0.0230; H -0.0199; H -0.0135; H 0.0313; H -0.0890; H -0.0673; H 0.0316; H 0.0288; H 0.0318; H 0.0157; H 0.0714; H 0.1118; H 0.1002; H 0.0288; H 0.0941; H 0.1230; H 0.0095; H 0.0371; H 0.0308; H 0.0640; H 0.0325

Formula: C3HO2Tl
Source: the OMol25 dataset
Level of theory: ωB97M-V/def2-TZVPD

Geometry as XYZ:
```
7
C3HO2Tl | the OMol25 dataset | ωB97M-V/def2-TZVPD
Tl 1.60 1.10 4.15
O 0.11 -0.08 -1.98
O -1.34 -1.07 -0.62
C 0.52 0.34 1.61
C 0.09 0.01 0.47
C -0.54 -0.18 -0.87
H -0.44 -0.12 -2.77
```

Its relative energy (zero: lowest compared OMol25 entry of this formula, charge and spin) is 1.470 eV. The HOMO energy (alpha / beta) comes out at -15.113 / -14.990 eV. As for the expectation value of S²: 0.7598. The total charge is +1. Its spin multiplicity is 2. The value obtained for the HOMO-LUMO gap (alpha / beta) is 10.37 / 7.67 eV.

Now the natural (NBO) charges, all in e: Tl 0.9575; O -0.6097; O -0.3769; C -0.1095; C -0.1271; C 0.7298; H 0.5359

- Which formula does entry 2 have?
  C3HO2Tl